[1]
This record from OMol25 describes a structure of composition C15H50BNO21. The level of theory is ωB97M-V with the def2-TZVPD basis set.

Structure (XYZ):
```
88
C15H50BNO21 ωB97M-V with the def2-TZVPD basis set
C -32.383 4.125 -11.458
C -30.915 3.990 -11.066
C -29.978 4.028 -12.249
C -28.638 4.385 -11.562
N -27.497 4.700 -12.611
C -27.819 6.120 -13.174
C -27.722 5.971 -14.756
C -27.818 4.477 -14.999
C -27.358 3.778 -13.721
C -26.197 4.965 -11.844
C -25.689 3.569 -11.294
C -24.474 3.737 -10.542
H -32.505 5.052 -11.861
H -33.189 4.009 -10.742
H -32.755 3.388 -12.090
H -30.895 3.233 -10.524
H -30.611 4.770 -10.307
H -30.222 4.750 -13.075
H -29.895 3.075 -12.829
H -28.308 3.492 -11.188
H -28.598 4.991 -10.736
H -27.012 6.855 -12.913
H -28.821 6.609 -12.654
H -26.818 6.392 -15.167
H -28.488 6.530 -15.195
H -27.256 4.197 -15.956
H -28.826 3.930 -15.137
H -26.208 3.603 -13.893
H -28.086 3.021 -13.560
H -26.170 5.738 -10.995
H -25.335 5.380 -12.601
H -25.545 2.687 -12.019
H -26.299 3.126 -10.565
H -24.275 2.668 -10.318
H -24.765 4.407 -9.732
H -23.535 4.387 -10.929
O -32.098 0.531 -5.868
C -32.070 1.588 -6.485
O -33.042 2.350 -6.349
B -32.639 3.631 -7.053
O -31.186 3.371 -7.364
C -30.859 2.221 -7.141
O -29.913 1.639 -7.538
O -32.877 4.748 -6.047
C -33.656 5.446 -6.571
O -34.203 6.366 -5.804
C -33.954 5.074 -7.868
O -33.345 3.984 -8.141
O -34.733 5.592 -8.612
O -31.464 6.715 -7.966
H -31.216 6.881 -8.890
H -31.594 7.645 -7.513
O -28.920 5.146 -8.203
H -28.901 5.930 -8.764
H -29.860 5.051 -8.101
O -37.659 5.859 -8.714
H -36.837 5.472 -9.078
H -37.818 6.679 -9.191
O -33.039 -1.650 -7.738
H -32.962 -1.249 -6.879
H -33.479 -0.864 -8.338
O -31.769 -1.120 -3.765
H -30.800 -0.742 -3.650
H -31.981 -0.667 -4.569
O -29.099 4.472 -5.361
H -29.747 5.130 -5.038
H -29.325 4.739 -6.312
O -33.499 8.540 -4.660
H -34.352 9.041 -4.512
H -33.716 7.843 -5.308
O -29.252 0.411 -4.059
H -29.619 1.120 -3.698
H -29.104 0.516 -5.007
O -26.730 2.118 -7.353
H -27.483 2.592 -7.456
H -26.789 1.205 -7.171
O -33.010 4.723 -3.033
H -33.887 4.351 -3.117
H -32.898 5.144 -3.867
O -29.215 0.451 -9.908
H -28.919 -0.392 -9.733
H -29.533 0.917 -9.130
O -36.774 6.058 -4.924
H -35.915 6.231 -5.158
H -37.043 5.357 -5.585
O -34.707 8.272 -8.830
H -34.751 7.378 -9.065
H -35.242 8.541 -9.537
```

## Properties
spin multiplicity	1
E_tot	-61526.304	eV
frontier orbital gap	8.138	eV

Charges in e, computed with Mulliken, in the same order as the atoms:
1. C -1.88
2. C 0.21
3. C -0.52
4. C -2.61
5. N 0.87
6. C -0.32
7. C -0.91
8. C -0.45
9. C -0.61
10. C -0.83
11. C 0.11
12. C -1.47
13. H 0.55
14. H 0.21
15. H 0.45
16. H 0.60
17. H -0.34
18. H 0.40
19. H 0.42
20. H 0.66
21. H 1.31
22. H 0.39
23. H 0.25
24. H 0.40
25. H 0.37
26. H 0.38
27. H 0.22
28. H 0.52
29. H 0.09
30. H 0.43
31. H 0.46
32. H 0.33
33. H 0.24
34. H 0.36
35. H 0.34
36. H 0.26
37. O -0.82
38. C 0.37
39. O -0.75
40. B 1.46
41. O 1.42
42. C 0.41
43. O -0.93
44. O -0.74
45. C 0.76
46. O -0.83
47. C 0.36
48. O -0.84
49. O -0.57
50. O -0.52
51. H 0.24
52. H 0.30
53. O -0.74
54. H 0.38
55. H 0.06
56. O -0.60
57. H 0.29
58. H 0.28
59. O -0.63
60. H 0.34
61. H 0.31
62. O -0.72
63. H 0.37
64. H 0.58
65. O -0.64
66. H 0.36
67. H 0.14
68. O -0.72
69. H 0.29
70. H 0.36
71. O -0.66
72. H 0.31
73. H 0.30
74. O -0.62
75. H 0.32
76. H 0.28
77. O -0.64
78. H 0.32
79. H 0.37
80. O -0.64
81. H 0.23
82. H 0.50
83. O -0.67
84. H 0.37
85. H 0.30
86. O -0.53
87. H 0.26
88. H 0.29


[2]
This record from OMol25 describes a structure of composition C10H27AgO6S3. The level of theory is ωB97M-V with the def2-TZVPD basis set.

Structure (XYZ):
```
47
C10H27AgO6S3 ωB97M-V with the def2-TZVPD basis set
Ag 2.100 -0.398 -22.404
C 0.613 0.493 -18.192
C 0.719 -0.701 -19.094
O 0.759 -0.560 -20.455
H 0.192 0.246 -17.215
H -0.064 1.245 -18.623
H 1.599 0.973 -18.158
H -0.119 -1.410 -18.900
H 1.624 -1.268 -18.747
O 0.378 -0.056 -24.145
C 0.341 -1.186 -24.972
C 0.143 -2.599 -24.375
O -1.013 -2.729 -23.622
H 1.332 -1.243 -25.490
H -0.441 -1.035 -25.734
H 0.990 -2.899 -23.707
H 0.129 -3.347 -25.200
C 6.421 -2.888 -22.996
S 5.510 -1.986 -21.704
O 4.534 -1.115 -22.404
C 4.461 -3.353 -21.193
H 7.431 -3.134 -22.664
H 6.511 -2.192 -23.834
H 5.911 -3.762 -23.396
H 4.883 -4.238 -20.716
H 3.736 -3.656 -21.952
H 3.807 -2.859 -20.464
C 2.945 2.216 -19.971
S 3.839 2.640 -21.515
O 3.482 1.640 -22.566
C 2.788 4.108 -21.847
H 1.868 2.362 -20.049
H 3.368 2.906 -19.236
H 3.080 1.177 -19.679
H 2.931 4.817 -21.030
H 1.762 3.766 -21.960
H 3.164 4.591 -22.748
C 4.011 -1.494 -26.047
S 4.748 0.067 -25.449
O 5.613 0.422 -26.659
C 3.237 1.064 -25.608
H 3.587 -1.268 -27.023
H 3.240 -1.910 -25.394
H 4.748 -2.292 -26.155
H 2.517 0.781 -24.830
H 2.730 0.845 -26.548
H 3.543 2.105 -25.554
```

## Properties
charge	-2
spin multiplicity	1
E_tot	-59589.378	eV
frontier orbital gap	2.416	eV

Charges in e, computed with Mulliken, in the same order as the atoms:
1. Ag 0.72
2. C -0.78
3. C -0.57
4. O -0.52
5. H 0.41
6. H 0.21
7. H 0.03
8. H 0.33
9. H 0.12
10. O -0.82
11. C -0.06
12. C 0.01
13. O -0.94
14. H -0.34
15. H 0.38
16. H -0.28
17. H 0.21
18. C -0.82
19. S 0.38
20. O -0.45
21. C -0.83
22. H 0.37
23. H 0.18
24. H 0.28
25. H 0.38
26. H 0.31
27. H 0.15
28. C -1.00
29. S 0.40
30. O -0.35
31. C -1.05
32. H 0.31
33. H 0.45
34. H 0.17
35. H 0.39
36. H 0.28
37. H 0.36
38. C -0.84
39. S 0.61
40. O -0.79
41. C -0.72
42. H 0.40
43. H 0.12
44. H 0.36
45. H 0.16
46. H 0.36
47. H 0.31


[3]
This record from OMol25 describes an isolated molecule of C16H23NO3. The level of theory is ωB97M-V with the def2-TZVPD basis set.

Structure (XYZ):
```
43
C16H23NO3 ωB97M-V with the def2-TZVPD basis set
C 4.406 -3.648 -1.519
O 3.563 -2.530 -1.413
C 3.123 -2.169 -0.174
C 3.493 -2.778 1.012
C 2.995 -2.322 2.225
C 2.127 -1.253 2.256
C 1.747 -0.631 1.075
C 2.227 -1.078 -0.143
O 1.946 -0.526 -1.360
C 0.933 0.437 -1.449
C -0.447 -0.159 -1.122
O -0.566 -1.329 -0.822
N -1.511 0.678 -1.177
C -1.483 2.043 -1.656
C -2.296 3.017 -0.800
C -1.797 3.172 0.635
C -1.823 1.899 1.488
C -3.145 1.121 1.435
C -3.079 -0.143 0.576
C -2.811 0.078 -0.915
H 4.601 -3.769 -2.583
H 3.927 -4.554 -1.134
H 5.356 -3.490 -0.995
H 4.170 -3.618 1.007
H 3.291 -2.813 3.139
H 1.734 -0.893 3.195
H 1.058 0.197 1.123
H 1.148 1.297 -0.797
H 0.952 0.762 -2.493
H -0.453 2.393 -1.691
H -1.881 2.068 -2.681
H -3.344 2.723 -0.792
H -2.242 3.993 -1.289
H -0.774 3.558 0.619
H -2.421 3.927 1.120
H -1.012 1.234 1.192
H -1.622 2.202 2.518
H -3.950 1.771 1.086
H -3.411 0.806 2.446
H -2.294 -0.796 0.961
H -4.027 -0.677 0.663
H -3.583 0.702 -1.366
H -2.826 -0.903 -1.402
```

## Properties
spin multiplicity	1
SMILES	COc1ccccc1OCC(=O)N1CCCCCCC1
E_tot	-24597.423	eV
frontier orbital gap	8.582	eV

Charges in e, computed with Mulliken, in the same order as the atoms:
1. C -0.98
2. O -0.39
3. C 0.69
4. C -0.41
5. C -0.78
6. C -0.92
7. C -0.26
8. C 0.71
9. O -0.33
10. C -0.90
11. C 0.95
12. O -0.65
13. N 0.20
14. C -0.76
15. C -0.67
16. C -0.89
17. C 0.29
18. C -0.84
19. C -0.56
20. C -1.17
21. H 0.23
22. H 0.39
23. H 0.38
24. H 0.38
25. H 0.37
26. H 0.39
27. H 0.23
28. H 0.45
29. H 0.42
30. H 0.43
31. H 0.12
32. H 0.33
33. H 0.43
34. H 0.38
35. H 0.33
36. H -0.55
37. H 0.56
38. H 0.39
39. H 0.32
40. H 0.28
41. H 0.42
42. H 0.50
43. H 0.49


[4]
This record from OMol25 describes a structure of composition C42H108CaN8O14. The level of theory is ωB97M-V with the def2-TZVPD basis set.

Structure (XYZ):
```
173
C42H108CaN8O14 ωB97M-V with the def2-TZVPD basis set
Ca 3.613 1.596 0.390
O 2.163 -0.280 -0.045
C 0.949 0.402 -0.374
C 0.674 1.930 0.100
O 1.701 2.897 0.004
H 0.092 -0.238 -0.160
H 0.927 0.391 -1.463
H 0.409 1.937 1.157
H -0.198 2.330 -0.417
C -1.121 -2.754 -6.320
O -1.201 -2.104 -5.041
C -1.831 -2.932 -4.089
C -2.135 -2.148 -2.762
N -3.148 -2.807 -1.890
C -2.622 -3.972 -1.205
C -3.771 -4.877 -0.753
O -3.278 -6.170 -0.636
C -4.259 -7.144 -0.336
H -0.623 -3.718 -6.219
H -0.497 -2.119 -6.949
H -2.084 -2.806 -6.827
H -1.268 -3.850 -3.924
H -2.803 -3.212 -4.493
H -2.428 -1.113 -2.937
H -1.249 -1.947 -2.161
H -3.506 -2.182 -1.182
H -1.937 -3.658 -0.417
H -2.012 -4.514 -1.927
H -4.518 -4.940 -1.545
H -4.342 -4.544 0.114
H -4.964 -6.898 0.458
H -3.769 -8.092 -0.110
H -4.908 -7.419 -1.167
C 2.210 -5.421 4.187
O 3.195 -4.498 4.596
C 2.824 -3.141 4.444
C 2.621 -2.739 2.954
N 2.134 -1.310 2.874
C 0.769 -1.077 3.295
C -0.147 -1.968 2.428
O -0.565 -3.156 3.154
C -1.217 -4.133 2.360
H 1.257 -5.363 4.712
H 2.626 -6.390 4.463
H 2.031 -5.559 3.121
H 3.626 -2.546 4.881
H 1.929 -2.936 5.031
H 1.946 -3.423 2.440
H 3.601 -2.879 2.499
H 2.172 -0.995 1.915
H 0.589 -0.053 2.966
H 0.566 -1.237 4.354
H 0.188 -2.206 1.419
H -1.078 -1.418 2.291
H -1.307 -4.957 3.068
H -0.680 -4.430 1.459
H -2.210 -3.779 2.081
C -0.087 -2.106 7.465
O 0.017 -1.204 8.544
C 1.416 -0.825 8.814
C 2.214 -0.293 7.583
N 1.443 0.762 6.905
C 2.304 1.378 5.812
C 1.549 2.484 5.082
O 2.311 2.997 3.933
C 1.779 4.188 3.350
H -1.152 -2.271 7.303
H 0.246 -3.123 7.671
H 0.353 -1.692 6.558
H 1.789 -1.730 9.294
H 1.337 -0.058 9.585
H 2.467 -1.164 6.978
H 3.134 0.140 7.978
H 1.048 1.461 7.518
H 2.504 0.642 5.033
H 3.246 1.834 6.118
H 1.378 3.361 5.707
H 0.570 2.115 4.777
H 0.762 4.018 2.997
H 2.426 4.397 2.497
H 1.705 5.016 4.055
C -3.413 2.518 -0.640
O -3.932 1.630 0.240
C -3.061 0.552 0.538
C -3.816 -0.609 1.146
N -4.662 -1.161 0.119
C -5.774 -1.953 0.731
C -6.830 -2.455 -0.255
O -7.486 -1.350 -0.936
C -8.354 -1.735 -1.966
H -3.327 2.092 -1.640
H -2.423 2.845 -0.322
H -3.963 3.450 -0.768
H -2.298 1.013 1.166
H -2.508 0.122 -0.297
H -4.389 -0.244 1.998
H -3.099 -1.348 1.504
H -5.017 -0.399 -0.440
H -6.175 -1.313 1.517
H -5.319 -2.819 1.212
H -7.548 -3.159 0.165
H -6.357 -2.897 -1.132
H -7.846 -1.738 -2.930
H -9.148 -0.988 -1.996
H -8.922 -2.656 -1.836
C -0.745 3.719 -3.304
C 0.594 3.062 -3.650
C 0.816 3.023 -5.197
O -0.131 2.197 -5.920
C 0.158 0.748 -5.928
N 1.734 3.740 -3.026
H -1.568 3.269 -3.858
H -0.714 4.784 -3.535
H -1.009 3.541 -2.262
H 0.550 2.048 -3.253
H 1.836 2.671 -5.352
H 0.779 4.052 -5.557
H -0.670 0.392 -6.541
H 0.046 0.329 -4.928
H 1.113 0.435 -6.351
H 1.518 3.693 -2.040
H 2.482 3.064 -2.964
C -1.081 5.765 1.166
C -0.463 6.092 -0.192
C -0.686 7.597 -0.567
O -2.005 7.972 -0.812
C -2.250 9.372 -1.160
N 0.975 5.808 -0.223
H -0.519 6.154 2.015
H -1.015 4.684 1.283
H -2.119 6.049 1.339
H -1.024 5.495 -0.911
H -0.039 7.852 -1.406
H -0.318 8.303 0.177
H -2.330 9.979 -0.258
H -3.230 9.438 -1.632
H -1.462 9.747 -1.814
H 1.131 4.816 -0.117
H 1.439 5.989 -1.102
C 6.243 5.110 -0.875
C 5.158 4.024 -0.706
C 5.084 3.107 -1.978
O 4.173 2.040 -1.734
C 4.043 1.123 -2.828
N 5.473 3.147 0.434
H 7.203 4.650 -1.107
H 6.387 5.658 0.056
H 5.985 5.827 -1.654
H 4.187 4.448 -0.453
H 6.095 2.747 -2.170
H 4.725 3.740 -2.790
H 3.296 1.393 -3.574
H 3.608 0.206 -2.429
H 4.986 0.960 -3.348
H 5.973 3.742 1.078
H 6.255 2.577 0.145
C 2.049 -2.128 -3.973
C 2.317 -3.297 -2.947
C 2.838 -4.562 -3.667
O 1.965 -4.977 -4.659
C 1.190 -6.110 -4.242
N 3.274 -2.853 -1.986
H 1.430 -1.336 -3.549
H 1.541 -2.445 -4.883
H 2.969 -1.613 -4.247
H 1.371 -3.593 -2.493
H 3.108 -5.295 -2.908
H 3.802 -4.453 -4.164
H 0.244 -6.144 -4.783
H 1.002 -6.065 -3.169
H 1.754 -7.029 -4.402
H 3.347 -3.559 -1.268
H 2.907 -2.078 -1.453
```

## Properties
spin multiplicity	1
E_tot	-104321.465	eV
frontier orbital gap	7.119	eV

These are the Mulliken partial charges, in e, on atoms 1 to 99:
1. Ca 1.22
2. O -0.92
3. C 0.52
4. C 0.33
5. O 0.40
6. H -0.14
7. H -0.36
8. H 0.10
9. H -0.60
10. C -0.85
11. O -0.05
12. C -0.63
13. C -0.29
14. N -0.14
15. C 0.05
16. C -0.57
17. O -0.38
18. C -0.84
19. H 0.27
20. H 0.27
21. H 0.31
22. H 0.12
23. H 0.38
24. H 0.51
25. H -0.01
26. H 0.16
27. H -0.04
28. H 0.26
29. H 0.46
30. H 0.14
31. H 0.30
32. H 0.28
33. H 0.33
34. C -0.68
35. O -0.48
36. C -0.01
37. C -0.64
38. N -0.03
39. C 0.57
40. C 0.27
41. O -0.39
42. C -0.79
43. H 0.22
44. H 0.35
45. H 0.26
46. H 0.26
47. H 0.06
48. H 0.20
49. H 0.48
50. H 0.29
51. H -0.18
52. H -0.77
53. H 0.46
54. H -0.33
55. H 0.40
56. H 0.37
57. H 0.15
58. C -0.30
59. O -0.40
60. C -0.78
61. C -0.33
62. N -0.09
63. C -0.40
64. C -0.74
65. O -0.24
66. C -0.82
67. H 0.30
68. H 0.32
69. H -0.11
70. H 0.40
71. H 0.31
72. H 0.08
73. H 0.48
74. H 0.26
75. H 0.09
76. H 0.25
77. H 0.51
78. H 0.36
79. H 0.31
80. H 0.11
81. H 0.47
82. C -0.39
83. O -0.50
84. C -0.36
85. C -0.41
86. N -0.16
87. C -0.89
88. C -0.57
89. O -0.38
90. C -0.81
91. H 0.30
92. H -0.12
93. H 0.39
94. H 0.55
95. H 0.10
96. H 0.62
97. H -0.11
98. H 0.22
99. H 0.54